The following is a quantum chemistry calculation of a molecular structure, C33H57N4OP2SZr in a non-equilibrium geometry, from the Open Molecules 2025 dataset.

```
99
C33H57N4OP2SZr | the Open Molecules 2025 dataset | wB97M-V/def2-TZVPD
Zr 0.09085 0.01949 0.40149
S 0.07673 1.81360 2.23303
P -2.40343 -0.85384 -0.08569
P 2.49220 0.30110 -0.62683
O -1.02503 2.22542 -1.87472
N -0.01374 -1.86697 1.24675
N 0.25431 -1.33337 -1.64015
N -2.19745 3.06881 1.20489
N -0.48914 4.37994 1.51736
C 3.31465 -1.14472 1.63706
C -4.62735 -1.50817 -1.64683
C -4.68081 -0.36201 1.55344
C -0.61247 -2.87242 0.76950
C 4.60183 2.02707 -1.36890
C -1.40476 -5.29877 0.67121
C 3.28471 1.99855 -0.57588
C -4.08398 1.00228 -1.23351
C 5.06386 -0.82432 -0.16491
C 2.29809 3.02207 -1.17587
C 1.29879 -2.10313 -3.63417
C 0.45002 -3.20415 -3.66736
C -0.50433 -4.31563 2.83149
C 2.26781 -0.11760 -2.40750
C -0.59181 -2.38797 -1.66806
C -2.69633 -0.38741 -2.81469
C 1.21531 -1.20785 -2.57056
C 3.51455 2.31986 0.90928
C -3.66489 -2.65016 1.69761
C -0.72044 1.42938 -1.06232
C 3.57714 -1.08410 0.10499
C 0.98625 -4.80093 0.85842
C -2.51391 -0.70044 2.74476
C -0.50918 -3.35113 -2.66865
C -0.40415 -4.32500 1.28792
C -3.36482 -1.15387 1.53917
C 3.21673 -2.43848 -0.53768
C -1.54203 -2.54374 -0.50343
C -0.88855 3.08968 1.59152
C 0.84476 4.84031 1.87623
C -1.55066 5.16581 1.09392
C -3.53583 -0.42465 -1.51948
C -2.62770 4.35971 0.91177
H 5.44841 0.02380 0.41690
H 0.53448 -3.94798 -4.45371
H -2.43021 0.39106 2.83479
H -4.05180 -3.11002 0.77957
H 3.77879 -3.23404 -0.02252
H -2.32526 -3.28473 -0.71295
H 2.67452 -1.99460 1.91015
H 1.37233 3.11513 -0.59367
H -1.45042 6.22445 0.97983
H 3.47941 -2.47201 -1.60384
H -2.44352 -5.02569 0.88588
H 2.15122 -2.68232 -0.43292
H 5.61189 -1.72081 0.16550
H -5.36255 -0.68234 0.75547
H 2.56704 2.33535 1.46789
H -1.23278 -6.29543 1.09635
H -4.44070 -2.75858 2.47269
H -1.25394 -5.36557 -0.41314
H -2.77922 -3.20956 2.03349
H 5.26176 -0.67891 -1.23661
H -3.63922 4.58969 0.63797
H -4.69179 -1.83802 -2.69611
H -4.52063 0.72328 1.48214
H -5.61347 -1.11802 -1.36326
H -5.17104 -0.55404 2.52230
H 4.78673 3.06810 -1.67126
H 5.45825 1.71220 -0.75908
H -0.86240 -3.35601 3.22049
H -2.43745 -1.39272 -3.16719
H -2.77517 2.22518 1.17702
H -5.07556 0.97575 -0.76714
H 0.84160 5.93193 1.89866
H 2.06506 -1.94388 -4.37457
H -1.17533 -5.10768 3.18543
H 3.97389 3.31483 0.99415
H 4.17307 1.58735 1.39501
H 2.82054 -0.25173 2.04865
H 1.07122 -4.81792 -0.23529
H -4.40660 -2.41225 -1.05955
H -1.49483 -1.10623 2.74119
H 0.47919 -4.49158 3.28196
H -1.77670 0.18461 -2.67583
H 4.55849 1.41736 -2.28307
H 3.23592 -0.46807 -2.80976
H 1.97260 0.78485 -2.98061
H 1.14966 -5.82427 1.21943
H 1.58513 4.50401 1.14016
H -4.16645 1.56048 -2.17551
H 1.78717 -4.17733 1.27193
H -2.98758 -1.08299 3.66133
H -3.40289 1.58046 -0.58813
H -1.20797 -4.18650 -2.65188
H 4.27536 -1.26253 2.15940
H 2.78959 4.00699 -1.17398
H 1.12106 4.45768 2.86265
H -3.27399 0.13105 -3.59474
H 2.02394 2.78757 -2.21258
```

Results
- E_HOMO: -17.03 eV
- Frontier orbital gap: 6.62 eV
- Total charge: +3


The following is a quantum chemistry calculation of a molecular structure, C33H57N4OP2V in a non-equilibrium geometry, from the Open Molecules 2025 dataset.

```
98
C33H57N4OP2V | the Open Molecules 2025 dataset | wB97M-V/def2-TZVPD
V -0.34741 -0.00018 0.42465
P -0.57744 -2.45600 0.43587
P -0.76530 2.45246 0.07937
O -1.95368 0.20622 2.97252
N -2.07068 -0.06611 -0.77986
N 1.28028 -0.08397 1.83370
N 0.85737 0.30038 -1.19720
N 2.46335 0.41752 3.62214
C -4.07926 -1.26486 -1.37013
C 1.93382 2.97708 0.51546
C -1.03917 -2.69584 3.21845
C 2.38875 -0.21039 -3.26610
C -2.81707 -1.23128 -0.72615
C 0.57964 5.02823 0.10436
C -2.26305 -2.35004 -0.07215
C -0.22042 -4.95938 -0.97878
C 1.27751 0.57942 2.99182
C -4.46617 -0.22743 -2.19656
C -2.48402 0.96381 -1.54077
C -2.12210 3.36413 1.03543
C 2.82912 1.00313 4.90009
C -0.61303 -3.54607 2.01779
C 1.68093 -3.29308 -0.96884
C -3.41351 2.53038 1.06090
C -2.49859 4.71969 0.41445
C 0.16267 -3.47584 -1.02612
C -1.61985 -4.70205 1.92969
C 1.09398 3.47590 -1.76824
C 0.75579 3.55611 -0.27797
C 2.53036 -0.69223 1.70956
C 3.76424 -0.55071 -2.70586
C -1.60919 3.54273 2.47150
C -1.61398 2.20605 -1.55109
C -1.36250 0.13291 1.94396
C 1.97684 -1.23827 -4.31621
C 2.47099 1.16032 -3.92786
C -3.63180 0.88664 -2.32546
C 3.26915 -0.38197 2.81897
C 1.38834 -0.18707 -2.12937
C 0.80619 -4.06571 2.28517
C -0.38883 -2.90526 -2.33832
H -1.48198 -2.97178 -2.38028
H -2.64744 -4.33655 1.83066
H 2.79657 -1.28223 0.84500
H -3.27316 1.54687 1.51296
H -0.09841 -1.85523 -2.46722
H 3.13488 1.10082 -4.79942
H 4.49293 -0.57596 -3.52542
H 1.95728 -2.25385 -3.90499
H 2.69681 -1.22525 -5.14455
H 2.10594 -3.58497 0.00053
H 3.02296 0.22070 5.64797
H -1.42149 -5.40679 1.11977
H -1.53333 2.57900 2.99053
H -1.05654 -3.34711 4.10660
H -0.33614 -1.88381 3.42468
H 2.02714 4.02962 -1.95646
H 0.81023 -4.57784 3.25968
H 1.14946 -4.78849 1.53590
H 2.15454 -3.91510 -1.74389
H 0.48559 1.19022 3.41418
H -1.55821 -5.26907 2.87134
H 2.00495 1.63477 5.25254
H 3.73667 1.61593 4.79948
H 2.83026 3.58296 0.31491
H 0.01612 -3.47629 -3.18682
H -2.04343 -2.27524 3.10003
H -5.41107 -0.26622 -2.73619
H 3.77671 -1.52324 -2.20345
H 0.98763 -1.00427 -4.72624
H 1.52781 -3.24022 2.34139
H -0.16349 5.53074 -0.52625
H 4.08539 0.21550 -1.98954
H 2.14451 1.94457 0.21493
H -2.89701 -3.23441 0.00916
H 1.26398 2.43699 -2.06545
H -4.14459 3.07229 1.67978
H -3.46380 5.02933 0.84295
H 0.33000 5.16524 1.16333
H 0.18722 -5.44353 -1.88061
H 2.89807 1.90055 -3.24296
H -0.63317 4.04417 2.52005
H -3.84452 2.40759 0.05966
H 1.53989 5.54023 -0.06797
H -4.68996 -2.15189 -1.21098
H 0.31765 3.91200 -2.41102
H -1.78257 5.51096 0.65064
H -0.85249 2.10468 -2.34000
H -2.20727 3.09296 -1.81076
H -3.86387 1.72129 -2.98225
H 1.48876 1.50125 -4.27169
H 1.74351 2.99443 1.59637
H -1.30936 -5.09530 -1.00686
H 0.19653 -5.49169 -0.11671
H 1.94396 -2.24389 -1.16462
H 4.27371 -0.65699 3.08999
H -2.33646 4.16226 3.01804
H -2.63019 4.66992 -0.67321
```

Results
- E_HOMO (alpha / beta): -9.04 / -7.75 eV
- Frontier orbital gap (alpha / beta): 7.36 / 3.80 eV
- Total charge: +1
- Expectation value of S²: 3.857
- Multiplicity: 4


Number 1: energy -2713.03214 Ha. Number 2: energy -3212.41814 Ha.